[1]
{"formula": "C2H6OP2", "method": "wB97M-V/def2-TZVPD", "multiplicity": 1, "largest_force_ha_per_bohr": 0.052, "homo_energy_ev": -7.810, "total_charge": 0, "homo_lumo_gap_ev": 7.300, "lumo_ha": -0.0187, "e_above_lowest_ev": 1.8707, "elements": ["P", "P", "O", "C", "C", "H", "H", "H", "H", "H", "H"], "positions_angstrom": [[1.741, 0.886, -0.494], [2.587, -0.837, 0.100], [-0.981, -0.272, 0.827], [-0.457, 0.967, 0.906], [-1.330, -0.677, -0.470], [-2.086, -0.021, -0.909], [-0.953, 1.755, 0.355], [3.729, -0.654, -0.703], [-1.708, -1.696, -0.403], [-0.433, -0.652, -1.107], [-0.108, 1.200, 1.898]], "nbo_charge": [-0.044, -0.040, -0.504, -0.049, -0.256, 0.172, 0.167, -0.028, 0.201, 0.188, 0.193]}

[2]
{"formula": "C13H24N4O5S2Y", "method": "wB97M-V/def2-TZVPD", "multiplicity": 1, "largest_force_ha_per_bohr": 0.082, "homo_energy_ev": -10.467, "total_charge": 1, "homo_lumo_gap_ev": 7.491, "lumo_ha": -0.1094, "e_above_lowest_ev": 0.0000, "elements": ["Y", "S", "S", "O", "O", "O", "O", "O", "N", "N", "N", "N", "C", "C", "C", "C", "C", "C", "C", "C", "C", "C", "C", "C", "C", "H", "H", "H", "H", "H", "H", "H", "H", "H", "H", "H", "H", "H", "H", "H", "H", "H", "H", "H", "H", "H", "H", "H", "H"], "positions_angstrom": [[-0.332, -0.406, -0.517], [-2.862, 1.765, 3.743], [-5.293, -1.396, -1.252], [0.033, -1.526, 1.580], [2.591, -0.840, 0.908], [1.237, -2.138, -0.951], [-0.366, 3.015, -0.770], [-1.243, -2.401, -1.397], [-1.863, 1.026, 1.453], [1.931, 0.095, 0.257], [-2.992, -0.293, -0.788], [0.483, 1.887, -0.573], [-3.830, 0.754, 2.725], [0.031, -0.285, -2.813], [2.640, 1.110, -0.271], [2.313, 3.561, -0.896], [-1.609, 1.767, 2.505], [-3.693, -0.291, 0.434], [-3.143, 0.435, 1.560], [-3.749, -0.728, -1.773], [4.109, 1.118, -0.387], [-0.431, 2.641, 2.676], [-4.907, -0.954, 0.368], [-3.339, -0.798, -3.191], [1.796, 2.205, -0.594], [1.488, 4.281, -0.953], [-1.955, -2.829, -0.884], [1.561, -2.685, -1.685], [4.515, 0.108, -0.374], [0.214, 2.239, 3.459], [4.558, 1.680, 0.435], [1.114, -0.116, -2.922], [-2.567, -1.562, -3.314], [-0.449, 0.621, -3.206], [-4.216, -1.079, -3.782], [1.969, -1.993, -0.272], [1.014, -1.388, 1.698], [-5.542, -1.140, 1.227], [4.398, 1.589, -1.330], [-1.234, 2.770, -0.394], [-0.794, 3.622, 2.985], [-0.394, -1.266, 2.419], [-2.960, 0.170, -3.533], [2.854, 3.558, -1.858], [-0.475, -3.017, -1.341], [3.029, 3.883, -0.119], [-0.226, -1.119, -3.459], [0.113, 2.730, 1.743], [-4.835, 0.401, 2.974]], "nbo_charge": [1.992, 0.469, 0.482, -0.990, -0.631, -1.010, -0.563, -0.943, -0.525, -0.161, -0.551, -0.287, -0.393, -1.341, 0.097, -0.698, 0.130, 0.085, 0.064, 0.144, -0.670, -0.680, -0.414, -0.677, 0.301, 0.264, 0.501, 0.519, 0.257, 0.249, 0.239, 0.214, 0.270, 0.212, 0.236, 0.537, 0.536, 0.254, 0.231, 0.486, 0.250, 0.508, 0.261, 0.259, 0.521, 0.247, 0.208, 0.254, 0.259]}

[3]
{"formula": "C2H3N3O", "method": "wB97M-V/def2-TZVPD", "multiplicity": 1, "largest_force_ha_per_bohr": 0.017, "homo_energy_ev": [-9.198, -9.197], "total_charge": 0, "homo_lumo_gap_ev": [8.938, 8.937], "lumo_ha": [-0.0095, -0.0096], "e_above_lowest_ev": 4.8359, "elements": ["O", "N", "N", "N", "C", "C", "H", "H", "H"], "positions_angstrom": [[-2.039, -0.357, -0.067], [1.525, 1.245, -0.219], [1.392, -0.986, 0.023], [0.153, -1.009, 0.285], [-0.735, -0.138, 0.107], [0.355, 1.491, -0.251], [-2.202, -1.272, -0.361], [-0.355, 2.305, -0.385], [1.902, -1.282, 0.870]], "nbo_charge": [-0.656, -0.340, -0.263, -0.223, 0.452, -0.040, 0.497, 0.233, 0.342]}

[4]
{"formula": "C4H7NO", "method": "wB97M-V/def2-TZVPD", "multiplicity": 1, "largest_force_ha_per_bohr": 0.006, "homo_energy_ev": -9.598, "total_charge": 0, "homo_lumo_gap_ev": 10.528, "lumo_ha": 0.0342, "e_above_lowest_ev": 0.0201, "elements": ["O", "N", "C", "C", "C", "C", "H", "H", "H", "H", "H", "H", "H"], "positions_angstrom": [[2.460, -0.750, -0.241], [0.904, 0.937, -0.129], [0.103, -1.184, 0.333], [-0.530, 1.128, -0.076], [1.326, -0.359, -0.056], [-1.077, -0.317, -0.118], [0.128, -1.302, 1.424], [1.572, 1.677, -0.282], [0.142, -2.179, -0.116], [-1.964, -0.438, 0.508], [-0.836, 1.657, 0.833], [-0.874, 1.709, -0.936], [-1.353, -0.579, -1.145]], "nbo_charge": [-0.608, -0.623, -0.506, -0.210, 0.677, -0.406, 0.227, 0.408, 0.236, 0.217, 0.183, 0.195, 0.210]}